1.
A molecular structure, C8H8ClI2NO2 in a non-equilibrium geometry. Source: the OMol25 dataset; level of theory: wB97M-V/def2-TZVPD.

Geometry as XYZ:
```
22
Properties=species:S:1:pos:R:3:lowdin_charge:R:1
C 0.8427 -0.3574 2.3173 -0.110
C -2.0665 -1.2324 1.7395 -0.373
C -0.1712 -1.0283 3.1445 -0.774
C 0.7541 0.1369 -1.1254 -0.440
C 0.6824 -0.5668 1.0246 -0.219
C -2.2067 -0.0972 1.0311 -1.170
C 1.0445 0.8468 -3.5450 -0.062
C 1.2272 1.1709 -2.0356 -0.147
N -1.3169 -1.3472 2.8489 0.011
O -0.0198 -0.7545 -1.3435 0.109
O 1.2420 0.2724 0.1861 0.035
Cl 0.2231 -1.3450 4.8136 0.672
I -1.5823 1.8024 1.6973 0.903
I -3.7666 -0.1091 -0.4790 0.710
H 1.5212 0.3128 2.8411 0.120
H -2.4673 -2.2030 1.4862 0.114
H 0.0741 -1.2271 0.4811 0.105
H -0.0349 0.7976 -3.6932 0.076
H 1.5944 1.5702 -4.2741 0.114
H 1.4288 -0.1313 -3.6723 0.055
H 0.7249 2.0830 -1.6579 0.140
H 2.2730 1.4062 -1.7854 0.130
```

Results
**HOMO level**: -8.4855 eV
**Kohn-Sham gap**: 8.31 eV

=====

2.
A molecular structure, C28H41I2N5O4. Source: the OMol25 dataset; level of theory: wB97M-V/def2-TZVPD.

Geometry as XYZ:
```
80
Properties=species:S:1:pos:R:3:lowdin_charge:R:1
C -4.4699 1.5972 -1.3261 -0.101
C -3.0141 1.3482 -1.7533 -0.236
C -2.0643 2.1054 -0.8348 -0.213
N -0.6208 1.9179 -1.0877 0.025
C -0.1799 0.6161 -1.4226 -0.152
C 0.1069 0.2575 -2.7698 -0.156
N -0.1079 1.1974 -3.7881 0.127
C 0.5463 -1.0394 -3.1176 -0.078
C 0.8064 -1.4180 -4.5629 -0.202
C 2.2552 -1.8533 -4.8671 -0.752
C 3.0754 -0.7262 -5.5136 -0.174
I 2.2331 -3.5393 -6.2091 0.853
C 0.6678 -1.9405 -2.0734 -0.068
C 0.3921 -1.5888 -0.7537 -0.074
C -0.0127 -0.3087 -0.3864 -0.071
C -0.2300 0.0445 1.0596 -0.115
C 0.9705 0.8077 1.6804 -0.157
C 0.5354 1.9341 2.6211 -0.155
C 0.1478 3.1931 1.8751 -0.184
O -0.0211 4.2572 2.8290 -0.035
C -0.7288 5.3043 2.2954 -0.529
C -2.2289 5.1542 2.3457 0.013
O -0.1796 6.2659 1.8436 0.130
C 0.6118 -2.7698 0.1031 -0.535
O 0.7778 -2.8382 1.2886 0.095
N 0.7351 -3.9460 -0.7632 -0.318
I -1.1897 -4.7493 -0.8954 0.963
C 1.0321 -3.3798 -2.0887 -0.503
O 1.5638 -4.0276 -2.9383 0.076
H -4.5526 1.5238 -0.2370 0.053
H -5.1320 0.8374 -1.7414 0.070
H -4.8097 2.5899 -1.6221 0.073
H -2.8920 1.6923 -2.7841 0.106
H -2.8287 0.2723 -1.7054 0.108
H -2.2895 1.8640 0.2048 0.056
H -2.2664 3.1747 -0.9515 0.129
H -0.2676 2.6294 -1.7068 0.108
H -0.2282 2.1414 -3.4562 0.078
H 0.6240 1.2062 -4.4844 0.087
H 0.0858 -2.1833 -4.8520 0.095
H 0.5934 -0.5576 -5.1895 0.087
H 2.7587 -2.1662 -3.9570 0.066
H 3.8630 -1.1295 -6.1480 0.042
H 3.5395 -0.1071 -4.7414 0.080
H 2.4481 -0.1047 -6.1549 0.070
H -0.4200 -0.8697 1.6153 0.096
H -1.1127 0.6775 1.1364 0.073
H 1.5777 1.2125 0.8684 0.118
H 1.5462 0.0916 2.2652 0.092
H 1.3827 2.1779 3.2676 0.122
H -0.3046 1.6038 3.2388 0.111
H -0.7992 3.0419 1.3458 0.095
H 0.9276 3.4670 1.1590 0.135
H -2.5402 4.1998 2.7646 0.056
H -2.6413 5.9662 2.9462 0.091
H -2.6205 5.2623 1.3333 0.087
C -4.8315 -1.7722 2.1356 -0.099
C -3.3652 -1.8156 2.5475 -0.250
C -2.9780 -0.6738 3.4976 -0.172
C -3.1885 0.6334 2.8766 -0.215
N -3.3736 1.6500 2.3817 0.187
H -5.0631 -0.8575 1.5871 0.067
H -5.0721 -2.6153 1.4883 0.073
H -5.4877 -1.8199 3.0066 0.079
H -2.7319 -1.7731 1.6595 0.096
H -3.1474 -2.7608 3.0466 0.113
H -1.9261 -0.7472 3.7798 0.117
H -3.5719 -0.7141 4.4123 0.125
C 6.1611 -2.9042 2.4460 -0.109
C 4.6952 -3.0214 2.0471 -0.254
C 4.1664 -1.7658 1.3459 -0.183
C 4.2462 -0.5839 2.2029 -0.244
N 4.2998 0.3378 2.8819 0.159
H 6.3134 -2.0944 3.1610 0.071
H 6.5069 -3.8267 2.9119 0.072
H 6.7916 -2.7109 1.5759 0.076
H 4.0846 -3.2197 2.9294 0.114
H 4.5611 -3.8681 1.3721 0.110
H 3.1218 -1.9009 1.0669 0.088
H 4.7375 -1.5656 0.4366 0.124
```

Results
**HOMO level**: -8.8681 eV
**Kohn-Sham gap**: 7.61 eV

=====

3.
C3H5N3 in the gas phase in a non-equilibrium geometry. Source: the OMol25 dataset; level of theory: wB97M-V/def2-TZVPD.

Geometry as XYZ:
```
11
Properties=species:S:1:pos:R:3:lowdin_charge:R:1
C -0.4797 -0.3558 -1.2078 -0.087
C 0.0628 -0.1175 0.0198 -0.272
C 1.3314 0.2348 0.4700 -0.329
N 1.7300 0.2105 1.6473 0.056
N -1.7814 -0.3062 -0.7088 0.022
N -1.2034 -0.2635 0.6525 0.109
H -0.1271 -0.1377 -2.1346 0.070
H 1.9247 0.5571 -0.5545 0.154
H 2.6397 0.7205 1.7935 0.065
H -2.3955 -1.0112 -1.0494 0.108
H -1.7014 0.4691 1.0720 0.104
```

Results
**2S+1**: 3
**HOMO level (alpha / beta)**: -5.5593 / -9.4016 eV
**Kohn-Sham gap (alpha / beta)**: 6.57 / 7.54 eV